Entry 1:
Below is the molecule C3H7NO2, with properties calculated with ωB97M-V/def2-TZVPD.

Geometry as XYZ:
```
13
Properties=species:S:1:pos:R:3:lowdin_charge:R:1
C 0.2150 0.8334 -1.3489 -0.0356
C 0.4806 -0.0279 -0.1211 -0.3581
O 0.8680 0.7430 1.0073 -0.0446
C -0.7835 -0.8130 0.2254 -0.5159
O -1.2346 -1.6346 -0.5550 0.0472
N -1.3478 -0.4901 1.4117 0.1809
H -0.1464 0.2030 -2.1650 0.0869
H 1.1299 1.3415 -1.6757 0.0810
H -0.5455 1.5874 -1.1192 0.0931
H 1.2472 -0.7796 -0.3579 0.1531
H 1.6144 1.2973 0.7533 0.0992
H -0.8721 0.1431 2.0347 0.0969
H -2.1592 -1.0030 1.7173 0.1158
```

relative energy (zero: lowest compared OMol25 entry of this formula, charge and spin)	0.385	eV
highest occupied orbital energy	-0.3599	hartree
total charge	0
E_tot	-8810.14434	eV

=====

Entry 2:
Below is the molecule C15H24N2O6S in a non-equilibrium geometry, with properties calculated with ωB97M-V/def2-TZVPD.

Geometry as XYZ:
```
48
Properties=species:S:1:pos:R:3:lowdin_charge:R:1
C -1.0496 -3.9557 -1.2355 0.0091
C -1.4402 -2.7751 -0.7303 -0.1527
C -0.6573 -1.9389 0.2419 -0.1294
C 0.4517 -1.0921 -0.4291 -0.3415
C 0.0322 -0.3868 -1.7625 -0.0160
C -1.4092 0.0539 -1.9709 -0.4422
O -2.1111 -0.5947 -2.7197 0.0965
N -1.8810 1.2205 -1.3325 -0.1638
C -1.6631 2.3958 -2.1848 -0.0676
C -3.3095 1.0936 -1.0255 -0.0747
C 1.6292 -2.0286 -0.8079 -0.1077
C 2.7759 -2.1016 0.1945 -0.1778
O 2.3564 -2.1455 1.5682 -0.1988
S 1.6273 -0.8303 2.0858 0.6691
O 2.6147 0.0320 2.6708 -0.2626
O 0.5426 -1.2542 2.9117 -0.2283
C 1.0587 -0.0270 0.5470 -0.2491
N 0.2671 1.1653 0.7562 0.0457
C -0.6938 1.1986 1.8583 -0.4212
C -0.2399 1.8544 3.1368 0.0242
O -1.8010 0.7635 1.7353 0.1337
C 0.9662 2.4164 0.5741 -0.4459
C 2.3574 2.6210 1.1160 0.0102
O 0.4112 3.2919 -0.0346 0.1310
H -0.4757 -4.6958 -0.6852 0.0624
H -1.3153 -4.2050 -2.2588 0.0612
H -2.4048 -2.3895 -1.0415 0.0967
H -0.1687 -2.6193 0.9463 0.1165
H -1.3343 -1.3387 0.8496 0.1065
H 0.2873 -1.0248 -2.6039 0.1242
H 0.6546 0.5135 -1.8459 0.1273
H -0.6047 2.5030 -2.4158 0.0790
H -2.2114 2.2859 -3.1292 0.0928
H -2.0151 3.2707 -1.6443 0.0904
H -3.9301 1.3235 -1.8970 0.0858
H -3.5621 1.7876 -0.2232 0.0853
H -3.5375 0.0957 -0.6604 0.0861
H 2.0836 -1.6741 -1.7365 0.1282
H 1.2620 -3.0324 -1.0132 0.1074
H 3.4396 -1.2405 0.0688 0.1235
H 3.3776 -2.9849 0.0007 0.1345
H 1.9680 0.2924 0.0378 0.1285
H 0.1229 2.8678 2.9573 0.0932
H 0.5109 1.2573 3.6484 0.0782
H -1.1107 1.9379 3.7829 0.0964
H 2.4517 2.3082 2.1505 0.0701
H 2.5749 3.6837 1.0373 0.0935
H 3.1024 2.1015 0.5119 0.0922
```

relative energy (zero: lowest compared OMol25 entry of this formula, charge and spin)	0.000	eV
highest occupied orbital energy	-0.3241	hartree
total charge	0
E_tot	-42042.04257	eV

=====

Entry 3:
Below is a structure of composition C39H33BrCoN5OP in a non-equilibrium geometry, with properties calculated with ωB97M-V/def2-TZVPD.

Geometry as XYZ:
```
81
Properties=species:S:1:pos:R:3:mulliken_spin:R:1
Co 0.2266 -1.2622 -1.2485 0.9277
C 3.2041 -4.7896 3.7099 0.0009
C 2.9863 -5.0359 2.3622 0.0008
C 2.2253 -4.1493 1.6149 0.0083
C 1.6639 -3.0149 2.1973 0.0385
C 1.8941 -2.7765 3.5504 -0.0014
C 2.6564 -3.6593 4.3003 0.0023
P 0.6628 -1.9213 1.1184 0.0167
C 0.8440 -0.3424 2.0290 0.0050
C 2.1151 0.2367 2.0435 0.0016
C 2.3291 1.4556 2.6622 0.0017
C 1.2752 2.1111 3.2878 0.0016
C 0.0148 1.5360 3.2932 -0.0003
C -0.2041 0.3183 2.6581 -0.0046
C -1.0483 -2.4589 1.4672 -0.0227
C -1.4496 -2.8965 2.7028 -0.0046
C -2.7662 -3.3457 2.9197 -0.0004
C -3.6535 -3.3639 1.8831 -0.0019
C -3.2718 -2.9387 0.5878 -0.0045
C -4.1947 -2.9881 -0.4870 -0.0042
C -3.8014 -2.6009 -1.7308 -0.0014
C -2.4816 -2.1373 -1.9484 0.0081
C -1.5330 -2.0427 -0.9555 -0.0241
C -1.9511 -2.4710 0.3568 -0.0050
H 3.8005 -5.4746 4.2984 0.0004
H 3.4134 -5.9128 1.8929 0.0005
H 2.0626 -4.3414 0.5597 0.0052
H 1.4794 -1.8954 4.0243 0.0006
H 2.8263 -3.4602 5.3508 -0.0001
H 2.9406 -0.2736 1.5589 -0.0005
H 3.3140 1.9042 2.6441 0.0001
H 1.4378 3.0718 3.7595 0.0002
H -0.8080 2.0386 3.7866 0.0000
H -1.1962 -0.1163 2.6531 -0.0002
H -0.7501 -2.9061 3.5297 -0.0003
H -3.0620 -3.6844 3.9044 0.0005
H -4.6662 -3.7210 2.0325 -0.0002
H -5.2011 -3.3437 -0.3001 -0.0002
H -4.4981 -2.6408 -2.5602 0.0001
H -2.2364 -1.8287 -2.9600 -0.0010
N 0.0820 -0.5973 -3.5346 0.0622
C 0.9513 -1.5677 -4.2027 0.0018
C 0.6845 -2.9497 -3.6296 0.0018
N 0.9549 -2.9273 -2.1829 0.0069
H -0.8503 -0.6023 -3.9296 -0.0047
H 0.4449 0.3440 -3.6190 -0.0056
H 1.9852 -1.2919 -3.9872 -0.0001
H 0.8237 -1.5856 -5.2895 0.0025
H 1.2994 -3.6941 -4.1430 0.0000
H -0.3645 -3.2155 -3.7727 -0.0006
H 1.9542 -2.8172 -2.0242 -0.0005
H 0.6672 -3.7959 -1.7484 -0.0022
Br -4.0284 5.7927 -3.7243 0.0000
C -2.4691 5.7615 -2.6507 0.0011
C -2.3668 6.6133 -1.5632 -0.0010
C -1.2124 6.5993 -0.8003 0.0021
C -0.1733 5.7143 -1.0819 -0.0019
C -0.2993 4.8620 -2.1833 0.0018
C -1.4345 4.8955 -2.9717 -0.0020
N 0.9559 5.8099 -0.2296 -0.0003
N 1.8977 4.9803 -0.2198 0.0002
C 1.7774 3.5979 -0.3832 0.0009
C 2.9951 2.9844 -0.6646 -0.0020
C 3.1223 1.6519 -1.0283 0.0002
C 1.9935 0.8315 -1.0950 -0.0064
O 2.0173 -0.4052 -1.4373 -0.0010
C 0.7236 1.4284 -0.7063 0.0017
N -0.3314 0.5667 -0.7031 -0.0074
C -1.5179 1.0057 -0.3437 0.0053
C -1.7091 2.3093 0.1317 0.0063
C -0.6494 3.1710 0.1903 -0.0065
C 0.6124 2.7708 -0.3063 0.0021
H -3.1785 7.2846 -1.3192 0.0000
H -1.0995 7.2679 0.0434 0.0001
H 0.5021 4.1821 -2.4362 -0.0001
H -1.5197 4.2474 -3.8332 -0.0001
H 3.8683 3.6248 -0.6286 -0.0002
H 4.0882 1.2217 -1.2576 0.0004
H -2.3337 0.2960 -0.3936 0.0014
H -2.6913 2.6114 0.4681 0.0001
H -0.7707 4.1449 0.6414 0.0006
```

<S²>	0.761
relative energy (zero: lowest compared OMol25 entry of this formula, charge and spin)	0.000	eV
spin multiplicity	2
highest occupied orbital energy (spin up / spin down)	-0.2517 / -0.2530	hartree
total charge	0
E_tot	-167435.33064	eV